# 1
Entry from the Open Molecules 2025 dataset: a structure of composition C33H39BN4O2P2Sr (the ωB97M-V functional and the def2-TZVPD basis).

Computed properties:
Relative energy (zero: lowest compared OMol25 entry of this formula, charge and spin) in kcal per mole: 0.0
Largest force on an atom in eV/Å: 2.53
Spin multiplicity: 1
Charge: 0
Molecular weight in u: 684.08
Total energy in eV: -64994.6351

Last column: Mulliken charge in e.
Geometry (Å):
Sr: 2.2021 -0.1369 0.7140  0.714
C: -1.0033 -4.6853 -4.1114  -0.397
C: -1.7097 -3.5534 -4.0660  -0.339
C: -3.1451 -3.4156 -3.6307  -0.738
C: -3.6368 -4.4123 -2.5563  -0.859
C: -2.7166 -4.5645 -1.3625  -0.289
C: -1.7188 -5.4397 -1.2508  -0.469
C: -1.3353 -6.4756 -2.2845  -0.620
C: -1.4986 -6.0660 -3.7718  -0.870
C: 2.1038 2.1850 3.0254  -0.709
H: 0.0220 -4.6689 -4.5022  0.408
H: -1.2760 -2.6338 -4.4723  0.730
H: -3.8188 -3.4946 -4.5000  0.281
H: -3.2762 -2.3920 -3.2480  0.257
H: -4.5958 -4.0215 -2.1841  0.435
H: -3.8563 -5.3759 -3.0296  0.337
H: -2.9773 -3.9198 -0.5157  0.400
H: -1.1634 -5.5202 -0.3134  0.437
H: -1.9025 -7.4097 -2.1365  0.271
H: -0.2813 -6.7368 -2.1124  0.367
H: -0.8995 -6.7808 -4.3573  0.396
H: -2.5418 -6.2153 -4.0741  0.333
H: 2.9112 2.1376 3.7816  0.249
H: 1.7790 1.1210 2.8384  0.573
H: 1.2140 2.6450 3.4948  0.153
P: -0.4083 0.2786 1.8609  -0.283
P: 0.1556 1.5642 -0.8365  -0.192
N: -0.1277 -1.3042 2.6479  0.739
N: -1.5650 0.9395 3.0235  0.675
N: 0.8639 0.2574 -2.0299  0.453
N: -0.0892 2.7462 -2.0592  0.548
C: -1.5109 -0.2586 0.5035  -1.235
C: -1.5194 0.8312 -0.5902  -1.448
C: 1.1442 -1.8612 2.9279  -0.120
C: 0.9368 -3.1423 3.3901  -0.883
C: -0.4609 -3.4004 3.3796  -0.827
C: -1.0918 -2.2590 2.9137  -0.391
C: -1.2590 1.2868 4.3528  -0.643
C: -2.3977 1.7874 4.9589  -0.704
C: -3.4553 1.7442 3.9881  -0.697
C: -2.9147 1.2390 2.8182  -0.295
C: 2.2407 -0.1134 -1.9789  -1.496
C: 2.3805 -1.3666 -2.5596  -0.964
C: 1.0934 -1.7764 -3.0190  -0.095
C: 0.2128 -0.7259 -2.7492  -0.368
C: -0.5634 2.6200 -3.3778  -0.203
C: -0.5817 3.8795 -3.9616  -0.627
C: -0.1027 4.8181 -2.9729  -0.525
C: 0.1884 4.1080 -1.8273  -0.448
H: -2.5069 -0.4425 0.9195  0.780
H: -1.1526 -1.2220 0.1050  0.386
H: -1.8803 0.4334 -1.5471  0.662
H: -2.1833 1.6707 -0.3055  0.393
H: 2.0363 -1.2293 2.9604  0.362
H: 1.7201 -3.8169 3.7168  0.440
H: -0.9537 -4.3046 3.7070  0.470
H: -2.1400 -2.0250 2.7702  0.468
H: -0.2587 1.1388 4.7385  0.491
H: -2.4827 2.1321 5.9786  0.433
H: -4.4869 2.0360 4.1351  0.426
H: -3.3752 1.0500 1.8573  0.343
H: 2.9796 0.6306 -1.6965  1.001
H: 3.2983 -1.9197 -2.6674  0.479
H: 0.8278 -2.7070 -3.4809  0.184
H: -0.8025 -0.5824 -3.0998  0.416
H: -0.8009 1.6511 -3.7846  0.262
H: -0.8795 4.1113 -4.9742  0.435
H: 0.0204 5.8824 -3.1179  0.432
H: 0.5877 4.4049 -0.8690  0.292
O: 2.0348 4.4700 1.7977  -0.654
B: 2.5689 3.1419 1.9325  0.917
O: 3.9585 3.1446 1.5541  -0.578
C: 4.3057 4.4403 1.7870  0.428
C: 5.4966 4.8950 2.3101  -0.895
C: 5.5101 6.1356 2.9615  -0.490
C: 4.4214 6.9937 2.8756  -0.374
C: 3.2455 6.5916 2.2208  -0.908
C: 3.1525 5.2575 1.8436  0.851
H: 6.3832 4.2608 2.2933  0.433
H: 6.3937 6.4358 3.5351  0.350
H: 4.4780 7.9883 3.3288  0.348
H: 2.4363 7.2905 2.0364  0.399

Force components x, y, z for each atom (eV/Å):
1.03 -0.35 -0.59
0.02 0.20 -0.33
0.00 -0.33 -0.50
-0.05 0.13 0.23
-0.22 0.16 0.05
-0.21 -0.03 0.07
-0.40 -0.35 0.04
0.32 0.12 -0.17
0.10 -0.41 0.12
-1.40 -1.52 0.95
-0.32 0.23 0.20
0.08 -0.31 0.25
0.21 0.07 0.13
-0.01 -0.19 -0.05
0.16 -0.19 -0.13
0.02 0.24 0.30
0.37 -0.14 -0.19
-0.16 0.25 -0.18
0.12 0.25 0.12
-0.20 0.03 -0.04
-0.27 0.14 0.10
0.37 0.12 -0.07
-0.23 0.11 -0.41
0.44 1.21 0.25
0.32 -0.28 -0.10
-0.43 -0.52 0.19
0.42 -0.91 0.32
0.04 -0.05 0.13
-0.59 0.11 0.98
0.94 0.00 -0.75
-0.32 1.05 -1.11
-0.20 0.24 -0.18
-0.30 0.21 -0.06
-1.36 0.30 0.29
0.35 0.23 -0.11
-0.29 0.58 -0.22
0.93 -0.17 0.20
-0.71 0.11 -0.59
0.27 -0.43 -0.78
0.81 -0.26 -0.45
0.18 -0.01 0.65
-1.62 -0.10 -0.46
-0.57 0.32 0.18
-0.02 1.12 0.36
0.86 -0.34 0.48
0.31 1.22 0.40
0.28 -0.65 1.09
-0.07 -0.81 0.15
-0.31 -0.58 -0.88
-0.06 -0.01 -0.29
0.04 0.41 0.15
-0.06 0.02 0.21
0.24 -0.39 -0.18
-0.30 -0.45 0.19
-0.18 0.13 -0.05
0.07 0.07 -0.10
0.20 -0.11 0.03
-0.18 0.00 -0.03
0.09 -0.05 -0.08
0.19 0.01 -0.06
0.01 0.14 0.27
0.05 -0.07 0.05
0.08 0.03 0.00
0.07 -0.07 -0.16
0.06 -0.23 0.41
0.00 0.08 0.01
0.01 -0.08 0.11
0.00 -0.13 0.10
-0.07 0.06 -0.06
-0.03 -1.33 -0.23
1.61 1.76 -0.84
-1.24 -0.45 0.34
-0.67 1.50 0.60
0.59 -0.11 0.13
0.35 0.06 -0.27
-0.15 0.11 -0.38
-0.03 -0.02 0.00
1.45 -0.10 0.34
-0.28 0.07 0.17
-0.29 -0.10 -0.41
-0.06 -0.37 -0.28
-0.14 -0.22 0.46


# 2
Entry from the Open Molecules 2025 dataset: a structure of composition C33H39ClIN6O4PS2Zr (the ωB97M-V functional and the def2-TZVPD basis).

Computed properties:
Largest force on an atom in eV/Å: 2.95
Spin multiplicity: 1
Charge: +2
Molecular weight in u: 932.40
Total energy in eV: -104835.5916

Last column: Mulliken charge in e.
Geometry (Å):
Zr: -3.0046 -0.0568 0.0933  0.020
C: -2.7219 -1.8641 2.7260  -0.595
C: -3.8170 -0.8189 2.9715  -0.630
N: -4.5459 -0.2726 1.7834  -0.268
C: -5.6499 -0.9981 1.1684  -0.463
C: -5.2503 -2.2740 0.4689  -0.791
N: -4.0405 -2.1168 -0.3904  -0.169
C: -3.0335 -3.1863 -0.3030  -0.423
C: -1.8586 -2.9346 0.6451  -0.733
N: -2.0382 -1.6595 1.4164  -0.229
H: -2.0271 -1.6979 3.5432  0.395
H: -3.1405 -2.8769 2.7445  0.332
H: -4.5866 -1.2323 3.5943  0.396
H: -3.3603 -0.0250 3.6064  0.448
H: -4.8754 0.6723 2.0093  0.381
H: -6.5098 -1.2351 1.8495  0.507
H: -6.1559 -0.3120 0.4333  0.224
H: -5.1078 -3.0951 1.1754  0.352
H: -6.0866 -2.6920 -0.1148  0.547
H: -4.3261 -2.0427 -1.3597  0.291
H: -3.4426 -4.1817 -0.0202  0.440
H: -2.5932 -3.3720 -1.2737  0.400
H: -1.7022 -3.7871 1.3647  0.509
H: -0.9374 -2.9556 0.0660  0.157
H: -1.0942 -1.2557 1.6306  0.431
C: -1.3261 2.3781 -2.4422  -0.560
O: -1.3823 1.0197 -3.0535  -0.264
C: -0.8724 -0.0559 -2.4492  0.373
O: -1.3655 -0.5674 -1.3757  -0.331
N: 0.1671 -0.6456 -3.0694  0.102
N: 0.7114 -1.8644 -2.6409  -0.693
H: -0.4062 2.9535 -2.7743  0.298
H: -1.3723 2.2851 -1.3777  0.176
H: -2.1778 2.9816 -2.7572  0.195
H: 0.3475 -0.3368 -3.9992  0.323
H: 0.1375 -2.2130 -1.9101  0.345
H: 1.6604 -1.6975 -2.2718  0.279
Cl: 3.9758 -2.1795 -1.4573  -0.312
C: 5.3216 -2.3644 -0.3566  0.481
C: 6.2303 -3.4030 -0.5023  -0.570
C: 7.3324 -3.5261 0.3694  -0.347
C: 7.4737 -2.6448 1.4161  -0.923
C: 6.5012 -1.6283 1.5697  0.367
C: 5.4558 -1.4391 0.7184  -0.275
P: 4.2820 0.0307 0.7514  0.197
C: 4.0758 0.2651 2.5227  0.822
C: 3.8997 -0.8706 3.3211  -0.788
C: 3.6630 -0.6526 4.6663  -0.537
C: 3.5257 0.6111 5.2101  -0.553
C: 3.6322 1.6934 4.3855  -0.634
C: 3.9893 1.5624 3.0146  -0.700
C: 5.5861 1.2635 0.3897  0.559
C: 6.6826 1.6123 1.1930  0.120
C: 7.5031 2.6781 0.7445  -0.760
C: 7.2305 3.3958 -0.4197  -0.511
C: 6.1309 3.0348 -1.2144  -0.522
C: 5.3688 1.9178 -0.8355  -0.363
H: 6.1480 -3.9516 -1.4087  0.436
H: 8.0622 -4.3225 0.1231  0.346
H: 8.3198 -2.7153 2.1265  0.383
H: 6.5774 -0.9839 2.4337  0.301
H: 3.9845 -1.8945 2.9376  0.476
H: 3.5407 -1.4735 5.3479  0.429
H: 3.2791 0.7602 6.2892  0.356
H: 3.5050 2.6800 4.8152  0.430
H: 4.1534 2.4484 2.4233  0.476
H: 6.7608 1.0615 2.1476  0.155
H: 8.4101 2.9239 1.2603  0.389
H: 7.8414 4.2528 -0.6538  0.396
H: 5.8428 3.6688 -2.0234  0.412
H: 4.4766 1.6325 -1.4301  0.220
O: -3.8558 -0.2014 -4.1883  -0.582
S: -4.9692 0.0507 -3.3068  0.984
O: -5.9380 -1.0250 -2.9839  -0.638
N: -4.3187 0.5270 -1.7474  0.372
C: -4.6305 1.7347 -1.4290  0.830
S: -4.4698 2.3330 0.1476  -0.346
C: -5.3419 2.4784 -2.4720  0.285
C: -5.6648 3.8493 -2.4820  -0.739
C: -6.2275 4.3705 -3.6615  -0.418
C: -6.4801 3.5627 -4.7504  -0.670
C: -6.3898 2.1545 -4.6427  -0.679
C: -5.6794 1.6267 -3.5591  0.270
H: -5.5044 4.4712 -1.6017  0.444
H: -6.4227 5.4269 -3.7562  0.430
H: -6.9976 4.0620 -5.5625  0.404
H: -6.7266 1.4782 -5.4040  0.494
I: -1.3609 1.6904 1.8171  -0.173

Force components x, y, z for each atom (eV/Å):
0.56 2.36 -1.00
-0.87 0.30 -0.31
-0.51 0.20 0.95
1.46 0.35 0.05
-2.38 0.01 -0.38
-0.34 -1.12 -0.05
0.50 0.34 0.54
0.14 -1.86 0.22
0.39 -0.57 1.17
1.40 -0.08 -0.12
0.25 -0.53 -0.01
0.26 0.21 0.08
-0.29 -0.59 0.62
-0.57 -0.02 -1.10
0.23 -0.42 -0.05
0.93 0.13 -0.07
0.80 -0.36 0.48
0.57 0.22 0.21
0.18 0.62 -0.09
-0.32 0.00 -0.17
-0.40 0.79 -0.23
-0.21 0.27 -0.43
-0.43 0.84 -0.57
0.07 0.66 0.12
-0.94 -0.42 -0.34
0.94 0.19 -0.77
0.30 0.33 0.12
0.74 -0.11 -0.09
-0.47 0.84 0.06
-1.88 0.67 1.73
1.00 0.44 -0.80
-0.89 -1.15 0.42
0.23 -0.03 0.77
-0.16 -0.61 -0.34
0.40 0.11 -0.66
-0.49 -0.32 0.65
-0.61 -0.03 -0.16
0.23 -0.40 -0.36
0.68 0.42 1.59
0.05 1.14 0.01
-0.15 -0.63 -1.05
-0.22 0.43 0.50
1.26 -0.56 0.96
-1.56 -0.49 -1.65
1.24 -0.57 -0.14
0.29 -0.18 -0.61
-0.08 0.55 0.69
-0.24 -0.75 0.45
-0.54 0.01 0.91
0.69 1.23 -1.16
-0.86 -0.71 2.10
-0.13 0.57 -0.92
-0.47 0.50 -0.60
-0.28 -1.08 0.19
-0.95 -0.68 0.11
0.45 -0.56 1.21
-0.40 0.83 -0.04
0.05 -0.88 -0.35
-0.46 0.65 0.47
-0.68 0.05 -0.55
0.13 0.08 0.04
-0.01 0.56 0.03
0.07 -0.49 0.05
0.33 -0.27 -1.07
0.05 0.08 -0.13
0.00 -0.04 -0.24
0.55 0.76 -0.58
0.15 0.13 0.52
0.07 0.04 -0.16
-0.07 0.03 -0.65
0.71 0.22 0.36
-1.13 0.10 0.62
-0.29 -2.06 1.08
1.98 2.09 -0.65
0.88 -2.03 -0.02
-1.72 1.72 0.16
1.08 -0.69 -0.19
-0.20 0.42 -1.01
-0.17 -0.84 -0.41
0.98 -0.16 0.79
-1.41 -0.88 0.52
1.32 0.05 0.11
-0.54 2.08 0.21
0.11 -0.16 -0.25
-0.04 0.11 0.16
0.24 -0.50 -0.33
-0.14 0.05 -0.47
-0.44 -0.92 -0.73


- molecular weight of number 2 (C33H39ClIN6O4PS2Zr)?
  932.40 u